No. 1
{"formula": "C27H77NO21", "method": "ωB97M-V/def2-TZVPD", "symbols": ["C", "C", "C", "C", "C", "C", "C", "C", "C", "N", "O", "H", "H", "H", "H", "H", "H", "H", "H", "H", "H", "H", "H", "H", "H", "H", "H", "H", "H", "H", "O", "C", "C", "O", "H", "H", "H", "H", "H", "H", "O", "C", "C", "O", "H", "H", "H", "H", "H", "H", "O", "C", "C", "O", "H", "H", "H", "H", "H", "H", "O", "C", "C", "O", "H", "H", "H", "H", "H", "H", "O", "C", "C", "O", "H", "H", "H", "H", "H", "H", "O", "C", "C", "O", "H", "H", "H", "H", "H", "H", "O", "C", "C", "O", "H", "H", "H", "H", "H", "H", "O", "C", "C", "O", "H", "H", "H", "H", "H", "H", "O", "C", "C", "O", "H", "H", "H", "H", "H", "H", "O", "H", "H", "O", "H", "H"], "xyz": [[0.749, 2.430, -2.251], [1.109, 1.375, -1.127], [2.678, 1.393, -0.734], [0.265, 1.914, 0.193], [0.171, 0.786, 1.263], [-0.317, -0.484, 0.767], [0.474, -1.017, -0.474], [1.768, -1.580, 0.037], [-0.422, -2.143, -1.088], [0.651, -0.003, -1.513], [1.096, -0.499, -2.719], [0.996, 2.249, -3.297], [-0.338, 2.377, -2.316], [1.187, 3.397, -2.002], [2.781, 1.110, 0.313], [3.256, 0.914, -1.524], [3.002, 2.432, -0.665], [0.629, 2.867, 0.577], [-0.768, 2.101, -0.102], [1.129, 0.653, 1.766], [-0.551, 1.172, 1.983], [-1.355, -0.477, 0.434], [-0.294, -1.178, 1.607], [1.699, -2.570, 0.488], [2.284, -0.867, 0.680], [2.385, -1.908, -0.799], [-1.305, -1.784, -1.616], [-0.879, -2.771, -0.323], [0.087, -2.697, -1.877], [0.323, -0.836, -3.180], [-3.519, 3.890, 6.091], [-2.758, 3.370, 7.177], [-3.408, 3.470, 8.608], [-4.486, 2.423, 8.653], [-3.246, 3.460, 5.277], [-2.586, 2.309, 6.998], [-1.843, 3.955, 7.271], [-3.832, 4.466, 8.736], [-2.640, 3.169, 9.321], [-5.121, 2.768, 8.021], [-6.230, 2.063, -3.544], [-6.668, 2.967, -2.577], [-6.423, 2.485, -1.142], [-7.069, 3.256, -0.181], [-6.437, 2.404, -4.417], [-6.105, 3.897, -2.652], [-7.718, 3.233, -2.702], [-5.340, 2.572, -1.057], [-6.627, 1.415, -1.088], [-7.067, 4.193, -0.389], [3.730, 5.483, 3.805], [2.944, 4.640, 4.559], [1.770, 5.470, 5.173], [1.996, 5.941, 6.560], [3.930, 6.249, 4.349], [2.504, 3.743, 4.123], [3.590, 4.378, 5.396], [0.858, 4.877, 5.095], [1.407, 6.256, 4.511], [1.619, 5.275, 7.140], [-3.114, -5.754, 3.163], [-2.318, -6.468, 4.062], [-2.730, -7.982, 4.282], [-4.153, -8.052, 4.494], [-4.041, -5.918, 3.354], [-1.302, -6.398, 3.673], [-2.272, -5.954, 5.022], [-2.207, -8.326, 5.174], [-2.331, -8.536, 3.433], [-4.190, -8.676, 5.223], [-5.282, 7.186, -5.516], [-3.961, 7.600, -5.751], [-3.061, 7.060, -4.536], [-3.386, 7.766, -3.422], [-5.659, 7.528, -4.702], [-3.593, 7.389, -6.754], [-4.013, 8.688, -5.712], [-2.019, 7.327, -4.713], [-3.180, 5.978, -4.474], [-4.344, 7.820, -3.427], [-3.527, -4.006, -6.718], [-3.323, -3.456, -5.428], [-3.240, -1.878, -5.663], [-2.160, -1.537, -6.519], [-4.001, -4.837, -6.638], [-4.275, -3.685, -4.950], [-2.421, -3.948, -5.065], [-3.176, -1.408, -4.682], [-4.031, -1.494, -6.308], [-2.254, -2.112, -7.282], [0.972, -8.627, -1.495], [-0.366, -8.226, -1.220], [-1.319, -8.693, -2.218], [-1.156, -7.846, -3.281], [1.593, -8.161, -0.930], [-0.650, -8.835, -0.361], [-0.529, -7.193, -0.912], [-2.376, -8.616, -1.962], [-0.909, -9.630, -2.594], [-0.205, -7.735, -3.356], [5.647, -7.256, 4.380], [4.671, -8.060, 3.760], [4.688, -8.010, 2.230], [4.334, -6.756, 1.758], [6.143, -6.730, 3.748], [4.897, -9.094, 4.018], [3.668, -8.019, 4.185], [4.040, -8.772, 1.798], [5.724, -8.186, 1.941], [4.870, -6.148, 2.273], [9.311, 5.507, -1.749], [9.844, 4.274, -1.207], [9.117, 3.164, -1.803], [9.030, 3.406, -3.183], [8.457, 5.653, -1.337], [10.904, 4.343, -1.450], [9.615, 4.234, -0.142], [8.057, 2.945, -1.669], [9.762, 2.285, -1.772], [9.186, 4.353, -3.156], [-1.360, 2.677, -6.888], [-1.786, 1.846, -6.679], [-0.604, 2.713, -6.302], [6.257, 6.349, 0.400], [5.477, 5.969, 0.805], [6.847, 6.524, 1.134]], "charge": 0, "total_energy_ha": -2709.2788, "de_lowest_kj_mol": 0.0, "lumo_energy_ev": -0.003, "orbital_gap_ev": 7.9}

No. 2
{"formula": "C27H78N6O8Si2", "method": "ωB97M-V/def2-TZVPD", "symbols": ["C", "Si", "C", "C", "O", "O", "Si", "H", "H", "H", "H", "H", "H", "H", "H", "H", "H", "H", "H", "C", "O", "C", "C", "C", "N", "H", "H", "H", "H", "H", "H", "H", "H", "H", "H", "H", "C", "O", "C", "C", "C", "N", "H", "H", "H", "H", "H", "H", "H", "H", "H", "H", "H", "C", "O", "C", "C", "C", "N", "H", "H", "H", "H", "H", "H", "H", "H", "H", "H", "H", "C", "O", "C", "C", "C", "N", "H", "H", "H", "H", "H", "H", "H", "H", "H", "H", "H", "C", "O", "C", "C", "C", "N", "H", "H", "H", "H", "H", "H", "H", "H", "H", "H", "H", "C", "O", "C", "C", "C", "N", "H", "H", "H", "H", "H", "H", "H", "H", "H", "H", "H"], "xyz": [[-1.238, 0.573, -4.097], [-1.312, -0.732, -2.765], [-0.374, -2.302, -3.170], [0.901, -2.063, -3.960], [1.661, -1.023, -3.320], [-2.903, -1.091, -2.474], [-4.066, -1.724, -3.444], [-1.916, 0.361, -4.926], [-1.522, 1.532, -3.656], [-0.233, 0.692, -4.504], [-0.798, -0.172, -1.501], [-1.004, -3.026, -3.697], [-0.105, -2.765, -2.214], [1.514, -2.966, -3.974], [0.688, -1.798, -4.998], [1.929, -0.369, -3.969], [-4.533, -3.023, -2.914], [-3.510, -1.946, -4.803], [-5.197, -0.785, -3.531], [1.576, -4.914, 0.261], [1.583, -3.768, -0.573], [2.658, -2.871, -0.354], [3.957, -3.241, -1.082], [4.720, -4.403, -0.459], [3.731, -3.505, -2.506], [1.993, -4.690, 1.247], [2.139, -5.743, -0.178], [0.538, -5.227, 0.377], [2.313, -1.911, -0.746], [2.838, -2.763, 0.724], [4.589, -2.348, -1.017], [4.239, -5.355, -0.690], [5.732, -4.442, -0.859], [4.775, -4.304, 0.627], [3.307, -2.671, -2.901], [3.017, -4.227, -2.567], [-7.501, 1.759, -2.985], [-6.143, 1.628, -3.350], [-5.552, 2.771, -3.936], [-4.973, 3.772, -2.931], [-6.031, 4.559, -2.169], [-4.047, 3.160, -1.977], [-8.041, 2.388, -3.702], [-7.626, 2.183, -1.985], [-7.937, 0.760, -2.994], [-4.727, 2.395, -4.547], [-6.272, 3.265, -4.604], [-4.391, 4.483, -3.529], [-6.481, 3.954, -1.380], [-5.586, 5.433, -1.694], [-6.828, 4.893, -2.837], [-3.252, 2.762, -2.467], [-4.513, 2.377, -1.527], [4.644, -3.061, 6.731], [5.078, -3.980, 5.749], [4.354, -5.194, 5.680], [3.118, -5.139, 4.779], [1.961, -4.335, 5.360], [3.417, -4.638, 3.436], [4.304, -3.577, 7.635], [3.836, -2.416, 6.375], [5.498, -2.436, 6.992], [5.053, -5.926, 5.266], [4.076, -5.522, 6.690], [2.787, -6.177, 4.665], [2.153, -3.264, 5.282], [1.048, -4.543, 4.805], [1.795, -4.577, 6.411], [4.088, -5.248, 2.980], [3.885, -3.740, 3.526], [-9.163, 4.362, -7.052], [-8.532, 4.566, -5.804], [-8.633, 5.872, -5.268], [-9.929, 6.156, -4.502], [-11.154, 6.337, -5.391], [-10.221, 5.148, -3.483], [-9.082, 5.252, -7.684], [-10.220, 4.107, -6.947], [-8.651, 3.534, -7.541], [-7.802, 5.959, -4.563], [-8.480, 6.616, -6.061], [-9.754, 7.100, -3.974], [-11.513, 5.376, -5.761], [-11.964, 6.786, -4.818], [-10.936, 6.975, -6.248], [-9.483, 5.123, -2.787], [-10.229, 4.231, -3.919], [9.749, -2.063, 9.758], [8.638, -1.907, 8.900], [8.886, -1.201, 7.699], [9.399, -2.065, 6.542], [10.848, -2.512, 6.696], [8.562, -3.237, 6.289], [10.379, -1.166, 9.753], [10.370, -2.921, 9.488], [9.362, -2.214, 10.765], [7.921, -0.777, 7.408], [9.577, -0.368, 7.890], [9.335, -1.429, 5.652], [10.931, -3.322, 7.421], [11.222, -2.888, 5.745], [11.489, -1.691, 7.024], [7.617, -2.951, 6.052], [8.477, -3.768, 7.151], [1.402, 2.281, -1.969], [0.147, 2.859, -1.676], [-0.385, 2.542, -0.400], [0.041, 3.494, 0.718], [1.498, 3.336, 1.139], [-0.216, 4.899, 0.403], [1.463, 1.253, -1.596], [2.236, 2.856, -1.557], [1.498, 2.263, -3.056], [-1.471, 2.609, -0.511], [-0.138, 1.504, -0.146], [-0.591, 3.239, 1.575], [2.164, 3.789, 0.403], [1.669, 3.843, 2.088], [1.771, 2.285, 1.247], [-1.209, 5.050, 0.264], [0.226, 5.119, -0.485]], "charge": 0, "total_energy_ha": -2584.9094, "de_lowest_kj_mol": 0.0, "lumo_energy_ev": 0.635, "orbital_gap_ev": 9.6}